A molecular structure, C36H53BN17S6Sn. Source: the OMol25 dataset; level of theory: the ωB97M-V functional and the def2-TZVPD basis.

XYZ file:
```
114
Properties=species:S:1:pos:R:3
Sn 2.348 -1.134 1.665
C 0.676 -4.896 -0.734
C -0.337 -3.806 -0.610
C -1.637 -4.076 -0.332
C -2.548 -3.008 -0.150
N -2.156 -1.777 -0.248
N -0.874 -1.496 -0.527
B -0.576 0.013 -0.360
N -1.897 0.805 -0.031
N -2.941 1.208 -0.724
C -3.822 1.919 -0.065
C -3.654 2.233 1.314
C -2.557 1.822 2.010
C -2.272 2.082 3.451
C -1.641 1.073 1.244
S -0.112 0.363 1.525
C -5.048 2.403 -0.824
C -5.006 1.945 -2.283
C -5.086 3.937 -0.786
C -6.308 1.835 -0.155
N 0.140 0.661 -1.559
N -0.266 -0.011 -2.656
C 0.248 0.245 -3.812
C 1.275 1.217 -3.933
C 1.630 1.966 -2.861
C 2.686 3.018 -2.969
C 0.963 1.742 -1.595
S 1.129 2.816 -0.312
C -0.283 -0.604 -4.963
C 0.178 -0.062 -6.316
C 0.247 -2.033 -4.772
C -1.815 -0.617 -4.917
C 0.071 -2.429 -0.723
S 1.674 -1.983 -1.023
C -4.022 -3.179 0.200
C -4.271 -2.499 1.554
C -4.868 -2.492 -0.881
C -4.415 -4.651 0.293
H 0.192 -5.872 -0.723
H 1.263 -4.777 -1.645
H 1.379 -4.834 0.101
H -1.956 -5.101 -0.200
H -4.415 2.817 1.819
H -3.069 2.656 3.921
H -2.141 1.129 3.976
H -1.329 2.626 3.547
H -4.120 2.333 -2.787
H -4.968 0.857 -2.354
H -5.898 2.306 -2.798
H -4.182 4.354 -1.235
H -5.950 4.299 -1.349
H -5.165 4.317 0.234
H -6.259 0.746 -0.100
H -6.435 2.221 0.859
H -7.191 2.113 -0.734
H 1.776 1.377 -4.878
H 2.937 3.199 -4.014
H 2.355 3.942 -2.499
H 3.582 2.682 -2.441
H 1.261 -0.144 -6.434
H -0.287 -0.636 -7.119
H -0.105 0.986 -6.442
H 1.339 -2.043 -4.737
H -0.115 -2.445 -3.829
H -0.085 -2.675 -5.594
H -2.219 0.384 -5.092
H -2.203 -1.286 -5.689
H -2.165 -0.957 -3.942
H -4.022 -1.438 1.496
H -5.323 -2.603 1.838
H -3.646 -2.933 2.337
H -4.607 -1.434 -0.943
H -4.695 -2.944 -1.861
H -5.931 -2.585 -0.641
H -3.857 -5.162 1.081
H -5.477 -4.725 0.533
H -4.248 -5.176 -0.652
S -1.598 -1.254 4.364
C -0.028 -1.524 3.799
S 0.285 -2.700 2.565
S 1.327 -0.653 4.418
N 5.979 -2.151 0.989
C 5.238 -2.809 1.947
N 5.765 -3.771 2.676
N 4.773 -4.131 3.527
N 3.722 -3.429 3.330
N 3.969 -2.556 2.309
C 5.516 -1.152 0.159
N 6.251 -0.592 -0.791
N 5.440 0.360 -1.306
N 4.302 0.362 -0.694
N 4.319 -0.594 0.265
H 6.856 -2.572 0.742
C 4.887 1.998 4.628
C 4.467 0.858 3.672
N 3.749 1.423 2.540
C 4.651 2.194 1.697
C 5.362 3.264 2.564
N 4.660 3.295 3.895
C 3.184 3.515 3.687
C 2.635 2.255 2.976
H 5.936 1.955 4.917
H 4.269 2.023 5.525
H 3.822 0.147 4.190
H 5.334 0.313 3.296
H 4.073 2.642 0.891
H 5.386 1.533 1.241
H 5.308 4.262 2.133
H 6.405 3.015 2.758
H 5.033 4.058 4.451
H 3.077 4.419 3.089
H 2.729 3.674 4.664
H 2.043 2.531 2.103
H 2.000 1.665 3.641
```

Computed properties:
HOMO in eV: -3.57
Energy relative to the best compared isomer or geometry (same formula, charge and spin) in eV: 0.222
Gap between HOMO and LUMO in eV: 4.63
Total charge: -1
Max |F| in eV/Å: 0.868

Mulliken atomic charge list, values in e, 2 entries: number 1, Sn, carries 1.2293; number 2, C, carries -1.8566